(1)
C4H7N3 in the gas phase, computed with wB97M-V/def2-TZVPD.

SMILES: Nc1c[nH]c(N)c1
ΔE to the lowest compared entry with this formula, charge and spin: 0.193 eV
HOMO-LUMO gap: 8.5 eV
Multiplicity: 1
M: 97.1 u

CARTESIAN COORDINATES (ANGSTROEM)
N  -0.4215  -0.7683  2.3633
C  -0.3246  -0.4440  0.9935
C  -0.4144  -1.3411  -0.0465
N  -0.0923  -0.6675  -1.1989
C  0.2225  0.6255  -0.9207
N  0.8877  1.3431  -1.9450
C  0.0467  0.8176  0.4382
H  -0.9746  -1.6045  2.5053
H  -0.8102  -0.0204  2.9226
H  -0.4626  -2.4195  -0.0396
H  -0.1106  -1.0253  -2.1388
H  0.4227  2.1684  -2.2958
H  1.8143  1.5969  -1.6215
H  0.2169  1.7389  0.9838

Quick look at the Löwdin charges, all values in e: atom 1 (N): 0.06, atom 2 (C): -0.35, atom 3 (C): -0.09, atom 4 (N): 0.05, atom 5 (C): -0.39, atom 6 (N): 0.08, atom 7 (C): 0.00, atom 8 (H): 0.08, atom 9 (H): 0.08, atom 10 (H): 0.11, atom 11 (H): 0.15, atom 12 (H): 0.07, atom 13 (H): 0.08, atom 14 (H): 0.10

=====

(2)
A molecular structure, C9H26CuF3N10O7, computed with wB97M-V/def2-TZVPD.

ΔE to the lowest compared entry with this formula, charge and spin: 10.266 eV
HOMO-LUMO gap: 2.3 eV
Multiplicity: 1
M: 506.9 u

CARTESIAN COORDINATES (ANGSTROEM)
Cu  1.6842  -1.8975  1.4261
C  -3.8421  1.8324  -1.5203
O  -4.1152  3.3216  -1.7691
O  -2.5694  1.7444  -0.8572
C  -5.0203  0.9871  -1.0682
F  -5.5131  1.4843  0.0521
F  -6.0262  0.8367  -1.8964
F  -4.5901  -0.2815  -0.8421
C  -5.1823  3.6642  -2.6752
C  -5.2379  5.1050  -3.1911
H  -5.6667  5.8464  -2.5169
H  -4.2982  5.5514  -3.5162
H  -5.9127  5.1198  -4.0470
H  -6.1372  3.4024  -2.2194
H  -5.3443  3.0508  -3.5616
H  -3.6076  1.4835  -2.5260
C  -1.8757  -2.6156  5.5789
O  -0.8378  -3.0610  5.1277
N  -2.5139  -3.1038  6.5978
N  -2.3848  -1.5117  5.1730
H  -2.1935  -3.9353  7.0733
H  -3.4976  -2.8803  6.6475
H  -3.3480  -1.6036  5.4626
H  -2.1392  -1.0186  4.3264
C  3.4896  4.2410  -2.0147
O  4.3522  4.7100  -2.7327
N  3.6710  3.7731  -0.7998
N  2.1731  4.1601  -2.2993
H  2.8157  3.4332  -0.3837
H  4.5531  4.0713  -0.4087
H  1.5534  3.6851  -1.6587
H  1.9249  4.6932  -3.1204
C  6.3638  -2.5998  -2.6931
O  5.7738  -2.5518  -1.5809
N  5.9970  -1.8782  -3.7179
N  7.2943  -3.3965  -3.0491
H  6.5398  -2.0018  -4.5607
H  5.2335  -1.2275  -3.6009
H  7.6068  -4.1476  -2.4506
H  7.8046  -3.2729  -3.9120
C  0.0402  -6.2439  -2.2538
O  0.6289  -5.8640  -1.2907
N  0.1123  -7.4939  -2.7256
N  -0.9674  -5.6717  -2.8573
H  0.6105  -8.1767  -2.1728
H  -0.1845  -7.7189  -3.6645
H  -1.3282  -6.0955  -3.7001
H  -1.0004  -4.6675  -2.7550
C  2.2901  2.1101  5.3425
O  2.8009  1.2239  4.6932
N  1.3353  2.8634  4.8940
N  2.3494  2.2398  6.6292
H  1.1098  2.6994  3.9233
H  0.7578  3.5299  5.3865
H  1.4885  2.4099  7.1292
H  2.9798  1.6439  7.1464

Quick look at the Löwdin charges, all values in e: atom 1 (Cu): 0.79, atom 2 (C): -0.37, atom 3 (O): -0.11, atom 4 (O): -0.24, atom 5 (C): -0.64, atom 6 (F): 0.15, atom 7 (F): 0.16, atom 8 (F): 0.11, atom 9 (C): -0.30, atom 10 (C): -0.09, atom 11 (H): 0.06, atom 12 (H): 0.07, atom 13 (H): 0.06, atom 14 (H): 0.10, atom 15 (H): 0.10, atom 16 (H): 0.13, atom 17 (C): -0.82, atom 18 (O): 0.02, atom 19 (N): 0.16, atom 20 (N): 0.17, atom 21 (H): 0.13, atom 22 (H): 0.11, atom 23 (H): 0.11, atom 24 (H): 0.13, atom 25 (C): -0.76, atom 26 (O): 0.03, atom 27 (N): 0.14, atom 28 (N): 0.14, atom 29 (H): 0.10, atom 30 (H): 0.12, atom 31 (H): 0.10, atom 32 (H): 0.11, atom 33 (C): -0.76, atom 34 (O): -0.03, atom 35 (N): 0.15, atom 36 (N): 0.16, atom 37 (H): 0.11, atom 38 (H): 0.12, atom 39 (H): 0.13, atom 40 (H): 0.12, atom 41 (C): -0.79, atom 42 (O): 0.06, atom 43 (N): 0.14, atom 44 (N): 0.16, atom 45 (H): 0.11, atom 46 (H): 0.10, atom 47 (H): 0.11, atom 48 (H): 0.12, atom 49 (C): -0.80, atom 50 (O): 0.03, atom 51 (N): 0.16, atom 52 (N): 0.15, atom 53 (H): 0.12, atom 54 (H): 0.12, atom 55 (H): 0.11, atom 56 (H): 0.12

=====

(3)
A gas-phase ion, C6H9BrN3O2 (charge +1), computed with wB97M-V/def2-TZVPD.

SMILES: CC(C)n1c([N+](=O)[O-])c[nH+]c1Br
ΔE to the lowest compared entry with this formula, charge and spin: 2.958 eV
HOMO-LUMO gap: 10.1 eV
Multiplicity: 1
Net charge: +1
M: 235.1 u

CARTESIAN COORDINATES (ANGSTROEM)
C  -1.6205  0.2611  0.3482
C  -0.2369  0.6134  -0.1938
C  -0.1507  0.5321  -1.7147
N  0.7584  -0.2349  0.4510
C  1.9012  0.2598  1.5134
N  2.1523  1.6220  1.8776
O  3.0811  1.7381  2.6293
O  1.4469  2.4791  1.4248
C  2.4785  -0.8905  1.9121
N  1.9017  -1.9462  1.2777
C  0.9193  -1.5347  0.4451
Br  -0.0329  -2.7883  -0.5438
H  -1.6173  0.2533  1.4366
H  -1.9657  -0.7031  -0.0128
H  -2.3242  1.0201  0.0175
H  -0.0021  1.6376  0.1029
H  -0.8699  1.2398  -2.1199
H  -0.4054  -0.4509  -2.0978
H  0.8405  0.8070  -2.0671
H  3.2765  -1.0128  2.6269
H  2.1603  -2.9175  1.4118

Quick look at the Löwdin charges, all values in e: atom 1 (C): -0.03, atom 2 (C): -0.38, atom 3 (C): -0.04, atom 4 (N): 0.10, atom 5 (C): 0.04, atom 6 (N): -0.37, atom 7 (O): 0.15, atom 8 (O): 0.14, atom 9 (C): 0.04, atom 10 (N): 0.09, atom 11 (C): -0.68, atom 12 (Br): 0.98, atom 13 (H): 0.09, atom 14 (H): 0.05, atom 15 (H): 0.10, atom 16 (H): 0.13, atom 17 (H): 0.10, atom 18 (H): 0.05, atom 19 (H): 0.09, atom 20 (H): 0.16, atom 21 (H): 0.18

=====

(4)
A molecular structure, C5H4MgO6Tl, computed with wB97M-V/def2-TZVPD.

HOMO-LUMO gap (alpha / beta): 5.6 / 5.5 eV
Multiplicity: 2
Net charge: +2
M: 388.8 u

CARTESIAN COORDINATES (ANGSTROEM)
O  -2.6678  -2.5162  -6.1301
C  -2.2621  -2.1801  -5.1166
O  -1.8296  -1.8449  -4.0831
O  -0.5539  -1.1601  -0.4954
Mg  -0.9589  -1.3061  -2.3550
O  1.8676  2.4956  2.8811
C  1.4302  1.7796  1.9582
O  2.1443  1.1545  1.1383
O  0.0795  1.6791  1.8596
C  -0.4074  1.0345  0.7097
C  0.1632  -1.0376  1.7311
C  -0.5179  -0.5488  0.5843
Tl  4.2709  2.2676  2.5655
H  0.0403  1.4397  -0.2086
H  -1.4490  1.3775  0.6049
H  -0.0112  -0.6315  2.7274
H  0.6619  -2.0029  1.6287

Quick look at the Löwdin charges, all values in e: atom 1 (O): 0.39, atom 2 (C): -0.27, atom 3 (O): 0.13, atom 4 (O): -0.08, atom 5 (Mg): 1.39, atom 6 (O): -0.16, atom 7 (C): -0.82, atom 8 (O): -0.11, atom 9 (O): 0.03, atom 10 (C): -0.12, atom 11 (C): 0.28, atom 12 (C): -0.32, atom 13 (Tl): 1.11, atom 14 (H): 0.15, atom 15 (H): 0.15, atom 16 (H): 0.13, atom 17 (H): 0.12

=====

(5)
2 unconnected molecules or ions with the total composition C4H6INO, computed with wB97M-V/def2-TZVPD.

ΔE to the lowest compared entry with this formula, charge and spin: 3.299 eV
HOMO-LUMO gap (alpha / beta): 6.4 / 6.4 eV
Multiplicity: 1
M: 211.0 u

CARTESIAN COORDINATES (ANGSTROEM)
C  0.7844  -0.7901  0.8517
C  0.3878  0.2505  0.0398
C  -0.4411  -0.4345  -1.0208
C  0.8311  1.6490  0.2383
N  -0.4409  -1.7761  -0.7110
O  0.2935  -2.0055  0.4117
I  -3.2687  0.3781  -0.1193
H  1.4690  -0.8296  1.7194
H  -0.9626  -0.2186  -1.8754
H  0.1001  2.0137  0.9317
H  0.7530  2.3875  -0.5479
H  1.7538  1.7356  0.7521
H  -1.2595  -2.3600  -0.6701

Quick look at the Löwdin charges, all values in e: atom 1 (C): 0.01, atom 2 (C): -0.23, atom 3 (C): -0.08, atom 4 (C): -0.04, atom 5 (N): 0.04, atom 6 (O): -0.01, atom 7 (I): -0.30, atom 8 (H): 0.16, atom 9 (H): 0.04, atom 10 (H): 0.08, atom 11 (H): 0.09, atom 12 (H): 0.07, atom 13 (H): 0.16

=====

(6)
A molecular structure, C42H105F2KNO32P7S2, computed with wB97M-V/def2-TZVPD.

ΔE to the lowest compared entry with this formula, charge and spin: 4.727 eV
HOMO-LUMO gap: 9.3 eV
Multiplicity: 1
M: 1494.3 u

CARTESIAN COORDINATES (ANGSTROEM)
K  -3.0891  -1.9503  0.1441
N  -1.3293  -0.1579  -0.4100
S  -1.0696  1.2797  -0.9470
O  -1.5039  1.6280  -2.2434
O  -0.1072  2.0658  -0.1834
F  -2.4212  1.8901  -0.2794
S  0.1185  -0.8127  -0.9948
O  0.9976  -1.2622  0.0684
O  0.6504  -0.3205  -2.2751
F  -0.6054  -2.1722  -1.4305
C  0.9316  9.6646  2.6605
C  -0.1084  8.9713  3.6145
O  -0.7745  7.8332  3.0075
P  -2.2122  8.1058  2.1583
O  -1.9514  8.8110  0.8502
O  -3.0327  6.7465  2.0097
C  -2.6696  5.9462  0.8724
C  -3.5709  4.6495  0.8371
O  -2.9906  8.8791  3.3064
C  -3.6319  8.1693  4.4009
C  -2.7621  8.3155  5.5714
H  0.9978  10.7492  2.7465
H  1.9733  9.3440  2.6485
H  0.5325  9.5865  1.6492
H  0.3422  8.7088  4.5716
H  -0.6848  9.8678  3.8431
H  -2.8129  6.5195  -0.0435
H  -1.6329  5.6102  0.8494
H  -3.2989  3.8649  1.5431
H  -4.5942  4.9383  1.0771
H  -3.4346  4.0865  -0.0862
H  -4.6310  8.5337  4.6394
H  -3.8163  7.1044  4.2587
H  -2.1817  9.2330  5.6683
H  -3.2648  8.1135  6.5172
H  -1.9554  7.6242  5.3275
C  6.9284  -3.4541  -8.8643
C  5.4378  -3.7393  -9.0195
O  4.8800  -3.2439  -7.7650
P  3.4942  -3.7857  -7.1471
O  2.2477  -3.8552  -8.0031
O  3.9972  -5.2073  -6.5242
C  3.8614  -6.4058  -7.2455
C  5.0734  -7.3710  -6.8589
O  3.3237  -2.8890  -5.7891
C  2.3234  -3.2898  -4.7823
C  1.0031  -2.5627  -4.8594
H  7.2093  -2.4126  -8.7079
H  7.4421  -3.9501  -8.0408
H  7.4637  -3.6613  -9.7910
H  4.9640  -3.1078  -9.7710
H  5.3516  -4.8028  -9.2422
H  2.9660  -6.9017  -6.8707
H  3.7027  -6.2494  -8.3125
H  5.9987  -7.1244  -7.3796
H  5.4449  -7.4728  -5.8393
H  4.8766  -8.3421  -7.3132
H  2.0325  -4.3397  -4.8158
H  2.8026  -3.1758  -3.8099
H  0.3610  -2.7977  -5.7083
H  0.4315  -2.6988  -3.9414
H  1.3528  -1.5518  -5.0689
C  -2.5492  0.6714  3.0575
C  -1.1483  1.2686  2.9126
O  -0.7397  1.8920  4.1096
P  -0.2095  1.1089  5.4061
O  -1.3281  0.5012  6.1838
O  0.8805  0.0551  4.8506
C  1.2615  -1.1373  5.5957
C  1.8652  -0.6938  6.9892
O  0.5402  2.2222  6.2828
C  1.4613  3.0461  5.5972
C  0.8166  4.4535  5.4986
H  -2.5597  -0.3261  3.4968
H  -3.2204  1.4362  3.4482
H  -3.0366  0.5266  2.0933
H  -0.4352  0.5390  2.5289
H  -1.1086  2.0736  2.1786
H  0.4513  -1.8629  5.6671
H  1.9791  -1.7188  5.0170
H  2.3701  -1.3988  7.6495
H  2.7071  -0.0134  6.8614
H  1.1290  0.0053  7.3859
H  2.4589  3.0022  6.0343
H  1.6343  2.6217  4.6082
H  0.0065  4.3172  4.7822
H  0.6190  4.8526  6.4935
H  1.6625  4.9230  4.9965
C  -6.5330  -3.8539  -4.8177
C  -5.9283  -2.5071  -4.4183
O  -6.8096  -1.8205  -3.5344
P  -6.2371  -1.5745  -2.0955
O  -4.8748  -2.1172  -1.6799
O  -7.5631  -2.0847  -1.2381
C  -8.8051  -1.3367  -1.0325
C  -9.7415  -1.9184  -2.2039
O  -6.3387  0.0791  -1.8743
C  -5.5894  0.7908  -0.9564
C  -6.3142  1.9775  -0.3804
H  -7.5656  -3.8995  -5.1640
H  -5.8342  -4.3535  -5.4886
H  -6.6852  -4.4704  -3.9318
H  -4.9834  -2.8707  -4.0145
H  -5.7486  -1.8555  -5.2734
H  -9.1289  -1.5889  -0.0227
H  -8.7400  -0.2579  -1.1739
H  -9.5546  -2.9782  -2.3770
H  -10.7389  -1.7704  -1.7897
H  -9.6659  -1.3407  -3.1251
H  -5.5678  -0.0420  -0.2535
H  -4.7303  1.0871  -1.5582
H  -6.5930  2.7898  -1.0516
H  -7.3315  1.6435  -0.1765
H  -5.8749  2.3830  0.5310
C  -1.6770  -4.8901  -3.0182
C  -2.1640  -6.3340  -2.8917
O  -3.4897  -6.2428  -2.5167
P  -3.7836  -6.2545  -0.9102
O  -3.4297  -5.0691  -0.0897
O  -5.3404  -6.6690  -0.8298
C  -6.3475  -5.6633  -1.0826
C  -7.5419  -6.1955  -1.8740
O  -3.1408  -7.6432  -0.3661
C  -3.0225  -7.9534  1.0222
C  -3.2747  -9.3996  1.1957
H  -0.6280  -4.8354  -3.3092
H  -2.4012  -4.4206  -3.6839
H  -1.5941  -4.4459  -2.0262
H  -1.9510  -6.8121  -3.8478
H  -1.7012  -6.9975  -2.1612
H  -6.8208  -5.2076  -0.2129
H  -5.9073  -4.8992  -1.7232
H  -8.1325  -6.9607  -1.3702
H  -8.1569  -5.3153  -2.0612
H  -7.2517  -6.5700  -2.8557
H  -2.0594  -7.6067  1.3970
H  -3.7734  -7.4592  1.6387
H  -4.2953  -9.6756  0.9308
H  -2.7060  -10.1016  0.5860
H  -3.3869  -9.6463  2.2515
C  3.3762  1.2362  -1.9795
C  3.6937  1.5872  -0.4188
O  5.0178  1.4175  -0.1233
P  5.7532  -0.0781  -0.3224
O  7.1517  -0.0469  -0.8647
O  5.7795  -0.6475  1.2328
C  4.6079  -0.9237  2.0256
C  4.7135  -2.1879  2.9137
O  4.6441  -0.9714  -1.0905
C  4.9339  -2.3585  -1.4649
C  3.8491  -3.0763  -0.7178
H  3.0072  0.2565  -2.2829
H  2.4272  1.7259  -2.1976
H  4.1922  1.6598  -2.5650
H  3.3932  2.6349  -0.4042
H  3.1863  1.1077  0.4182
H  4.5063  -0.0610  2.6840
H  3.6805  -0.8670  1.4556
H  5.5441  -2.1887  3.6195
H  3.8012  -2.4192  3.4636
H  4.8930  -2.9546  2.1599
H  4.7120  -2.3436  -2.5319
H  5.9472  -2.6917  -1.2405
H  2.8995  -2.8963  -1.2217
H  4.0400  -4.1461  -0.6329
H  3.7013  -2.6815  0.2873
C  6.8612  5.8895  2.6378
C  5.6002  5.9677  1.7419
O  5.0279  4.6837  1.5752
P  4.2450  4.0044  2.8323
O  4.0205  4.9654  3.9505
O  2.8745  3.3452  2.2108
C  2.1318  4.0191  1.2511
C  1.1243  4.9874  1.9545
O  5.1005  2.6381  3.2858
C  6.0358  2.7857  4.3342
C  6.9261  1.5181  4.4553
H  6.5848  5.6669  3.6684
H  7.4828  5.0487  2.3298
H  7.3266  6.8726  2.7083
H  4.8355  6.6417  2.1280
H  5.7851  6.3032  0.7214
H  2.6404  4.6727  0.5423
H  1.6461  3.2970  0.5947
H  1.6485  5.4684  2.7803
H  1.0917  5.8724  1.3190
H  0.2210  4.4412  2.2259
H  6.7184  3.6335  4.2770
H  5.4982  2.8411  5.2808
H  7.7002  1.5325  5.2226
H  6.3511  0.6496  4.7767
H  7.6407  1.1895  3.7007

Here are the Löwdin charges for atoms 1 to 99, given in e: atom 1 (K): 0.82, atom 2 (N): -0.37, atom 3 (S): 0.45, atom 4 (O): -0.24, atom 5 (O): -0.28, atom 6 (F): -0.25, atom 7 (S): 0.57, atom 8 (O): -0.26, atom 9 (O): -0.27, atom 10 (F): -0.23, atom 11 (C): -0.07, atom 12 (C): -0.26, atom 13 (O): -0.22, atom 14 (P): 0.51, atom 15 (O): -0.25, atom 16 (O): -0.18, atom 17 (C): -0.23, atom 18 (C): -0.05, atom 19 (O): -0.18, atom 20 (C): -0.27, atom 21 (C): -0.09, atom 22 (H): 0.07, atom 23 (H): 0.06, atom 24 (H): 0.06, atom 25 (H): 0.11, atom 26 (H): 0.10, atom 27 (H): 0.11, atom 28 (H): 0.10, atom 29 (H): 0.06, atom 30 (H): 0.07, atom 31 (H): 0.06, atom 32 (H): 0.12, atom 33 (H): 0.12, atom 34 (H): 0.08, atom 35 (H): 0.09, atom 36 (H): 0.07, atom 37 (C): -0.08, atom 38 (C): -0.22, atom 39 (O): -0.20, atom 40 (P): 0.51, atom 41 (O): -0.27, atom 42 (O): -0.21, atom 43 (C): -0.26, atom 44 (C): -0.06, atom 45 (O): -0.18, atom 46 (C): -0.25, atom 47 (C): -0.07, atom 48 (H): 0.08, atom 49 (H): 0.08, atom 50 (H): 0.07, atom 51 (H): 0.12, atom 52 (H): 0.11, atom 53 (H): 0.11, atom 54 (H): 0.11, atom 55 (H): 0.05, atom 56 (H): 0.07, atom 57 (H): 0.06, atom 58 (H): 0.11, atom 59 (H): 0.10, atom 60 (H): 0.08, atom 61 (H): 0.05, atom 62 (H): 0.09, atom 63 (C): -0.05, atom 64 (C): -0.26, atom 65 (O): -0.18, atom 66 (P): 0.44, atom 67 (O): -0.25, atom 68 (O): -0.19, atom 69 (C): -0.21, atom 70 (C): -0.05, atom 71 (O): -0.18, atom 72 (C): -0.28, atom 73 (C): -0.04, atom 74 (H): 0.08, atom 75 (H): 0.09, atom 76 (H): 0.04, atom 77 (H): 0.12, atom 78 (H): 0.10, atom 79 (H): 0.11, atom 80 (H): 0.09, atom 81 (H): 0.07, atom 82 (H): 0.06, atom 83 (H): 0.05, atom 84 (H): 0.12, atom 85 (H): 0.09, atom 86 (H): 0.07, atom 87 (H): 0.08, atom 88 (H): 0.05, atom 89 (C): -0.05, atom 90 (C): -0.25, atom 91 (O): -0.14, atom 92 (P): 0.57, atom 93 (O): -0.37, atom 94 (O): -0.24, atom 95 (C): -0.19, atom 96 (C): -0.05, atom 97 (O): -0.22, atom 98 (C): -0.30, atom 99 (C): -0.04